Entry 1:
Below is C34H34N4O9SSi2W as an isolated structure, with properties calculated with the ωB97M-V functional and the def2-TZVPD basis.

```
85
Properties=species:S:1:pos:R:3:forces:R:3:mulliken_spin:R:1
W -0.3015 1.1200 0.3628 0.3246 0.0527 2.4546 0.936
O 1.9325 0.0561 -1.0437 0.3218 0.6724 -0.1890 0.127
C 1.4130 1.1566 -1.1667 1.5128 -0.5831 -1.5546 0.003
O 0.1171 1.2431 -1.5113 -0.1574 -0.0573 -0.4801 0.065
C 2.1193 2.4648 -1.0943 -0.2268 0.3869 0.4721 -0.026
C 3.2303 2.7695 -1.8341 0.1426 -0.0110 -0.1012 0.005
C 3.7658 4.0534 -1.7422 -0.4186 -0.2220 0.2475 0.003
C 3.2188 5.0023 -0.9062 0.0923 0.0599 0.0233 0.003
C 2.1241 4.6882 -0.1156 0.0060 -0.8108 -0.3870 -0.010
C 1.5370 3.3944 -0.1864 0.2625 0.3286 -0.1082 0.018
O 0.5402 3.0027 0.5531 -0.0105 0.4779 -0.0908 0.018
N 1.6419 5.7101 0.7935 -0.0685 0.5924 0.4418 0.000
O 2.1594 6.8119 0.7182 -0.0318 -0.1061 -0.1139 0.001
O 0.7730 5.4325 1.5989 0.0471 -0.2058 -0.1350 0.000
N 4.9365 4.3906 -2.5332 0.4220 0.1436 -0.3024 0.000
O 5.3672 3.5425 -3.2942 -0.0989 0.0341 0.1133 0.000
O 5.4217 5.4974 -2.3929 -0.1099 -0.0894 0.0341 0.001
H 3.6906 2.0363 -2.4808 -0.0050 -0.0006 -0.0345 0.001
H 3.6559 5.9876 -0.8498 -0.0080 0.0022 0.0306 0.000
C -2.6398 4.1483 0.9465 0.3108 -0.3278 0.0269 0.003
Si -2.1925 2.7229 -0.2577 -1.6969 0.4037 -0.3280 -0.047
C -1.9582 3.6260 -1.9337 0.4377 -0.3034 0.2470 0.005
C -3.7755 1.6472 -0.3910 0.3012 0.1514 0.0616 0.003
C -5.0154 2.2676 -0.5645 -0.0599 0.0446 -0.0109 -0.001
C -6.1834 1.5298 -0.6760 0.0395 0.0954 0.0123 -0.001
C -6.1233 0.1437 -0.6181 -0.0075 -0.0771 0.0095 0.000
C -4.8998 -0.4850 -0.4483 -0.0346 -0.0793 0.0231 0.002
C -3.7148 0.2445 -0.3285 0.3253 0.0969 0.2192 -0.002
Si -2.0214 -0.6438 -0.1819 -1.7105 -0.6069 -0.8603 -0.068
C -2.2370 -2.0944 1.0525 0.2918 0.4440 0.0245 0.022
C -1.8421 -1.4272 -1.9279 0.3195 0.2330 0.2820 0.025
H -2.9096 5.0388 0.3770 -0.0147 -0.0301 -0.0632 0.000
H -1.7875 4.4206 1.5748 0.0000 0.0360 0.0080 -0.001
H -3.4861 3.8991 1.5892 0.0226 -0.0282 -0.0088 0.000
H -2.8477 3.5479 -2.5599 -0.0778 -0.0526 0.0937 0.000
H -1.1188 3.2093 -2.4933 -0.0714 0.0157 -0.0693 -0.001
H -1.7527 4.6852 -1.7674 0.0077 -0.0026 0.0421 0.000
H -5.0634 3.3521 -0.6076 -0.0620 -0.0061 -0.0180 0.000
H -7.1346 2.0314 -0.8065 -0.0027 -0.0123 0.0005 0.000
H -7.0304 -0.4427 -0.7015 0.0089 -0.0053 -0.0139 0.000
H -4.8627 -1.5700 -0.4141 -0.0557 0.0025 0.0035 0.000
H -3.2832 -2.3919 1.1389 -0.0296 0.0533 -0.0707 0.000
H -1.8862 -1.8184 2.0516 -0.0484 -0.0685 0.0272 -0.003
H -1.6601 -2.9655 0.7358 0.0505 0.0425 -0.0202 -0.009
H -2.8251 -1.5013 -2.3953 -0.0442 -0.0231 0.0721 0.004
H -1.3960 -2.4226 -1.9069 0.0639 -0.0235 0.0571 -0.001
H -1.2201 -0.7981 -2.5691 -0.0359 -0.0201 -0.0055 -0.004
C 2.7475 -7.5456 -0.9156 0.0407 -0.0550 0.0145 0.000
O 2.3180 -6.2225 -0.6570 0.0167 -0.0001 0.0449 0.001
C 2.2453 -5.3665 -1.7189 -0.0464 0.1272 -0.0264 0.037
C 2.3709 -5.7363 -3.0440 -0.0030 -0.0905 0.0023 -0.023
C 2.2723 -4.7745 -4.0450 0.0580 0.0819 -0.0446 0.048
C 2.0866 -3.4449 -3.7143 -0.0075 -0.0943 -0.0984 -0.026
C 1.9720 -3.0644 -2.3849 0.0361 0.0414 0.1628 0.065
C 2.0222 -4.0202 -1.3782 0.0305 0.0347 -0.2341 -0.072
N 1.8777 -3.7246 -0.0264 0.1264 -0.2458 0.2509 0.138
C 1.4968 -2.5464 0.5098 -0.0840 0.2768 -0.1746 0.205
C 1.3687 -2.3198 1.8848 -0.0209 0.2766 -0.0466 -0.014
C 1.7187 -3.2831 2.8689 -0.0317 0.0201 -0.0864 0.199
C 1.4875 -3.0677 4.2016 -0.0040 0.0413 0.0707 -0.094
C 0.9003 -1.8716 4.6292 0.0382 -0.0638 0.1158 0.197
C 0.5925 -0.8876 3.7110 -0.0862 0.0706 -0.2522 -0.125
C 0.8348 -1.0763 2.3513 -0.0059 -0.5769 0.7622 0.174
O 0.5480 -0.1117 1.4665 0.2300 -0.6395 -0.1598 0.026
H 2.0086 -8.1029 -1.4964 -0.0164 0.0361 0.0025 0.000
H 2.8718 -8.0163 0.0558 -0.0126 -0.0244 -0.0159 0.000
H 3.7026 -7.5489 -1.4466 -0.0077 -0.0032 0.0129 0.000
H 2.5436 -6.7693 -3.3121 -0.0302 0.0112 0.0234 -0.002
H 2.3639 -5.0745 -5.0801 0.0003 0.0030 0.0002 0.004
H 2.0395 -2.6925 -4.4901 -0.0032 0.0048 0.0116 0.000
H 1.8849 -2.0167 -2.1302 -0.1018 -0.0314 -0.0081 0.007
H 2.0444 -4.5072 0.5859 -0.0571 -0.0338 -0.0141 -0.042
H 1.2926 -1.7436 -0.1783 -0.0338 -0.0836 -0.0184 0.160
H 2.1956 -4.2039 2.5570 -0.0198 -0.0257 0.0471 0.035
H 1.7690 -3.8159 4.9309 -0.0144 -0.0323 -0.0289 -0.005
H 0.6919 -1.7116 5.6784 0.0434 0.0229 0.0010 0.012
H 0.1589 0.0431 4.0460 -0.0118 0.0147 -0.0084 -0.003
S -2.3831 2.6640 4.3593 0.1505 -0.2060 -0.1853 0.001
C -0.7006 2.9959 4.3152 -0.1873 -0.0508 0.0430 -0.003
C -0.1426 2.4101 3.2346 0.0991 0.1392 0.1439 -0.004
N -1.0241 1.7095 2.4401 -0.2720 0.5661 -0.2911 0.030
C -2.2398 1.7666 2.9245 -0.0465 -0.1470 0.0518 0.003
H -0.2255 3.6024 5.0670 0.0349 -0.0206 -0.0171 0.000
H 0.8995 2.4644 2.9674 -0.0179 0.0055 -0.0688 0.002
H -3.0863 1.2973 2.4411 -0.0068 0.0340 -0.0443 -0.003
```
Positions in Å, forces in eV/Å.

Properties
⟨S²⟩: 2.058
2S+1: 3
energy relative to the best compared isomer or geometry (same formula, charge and spin): 194.0 kJ/mol
electronic energy: -88608.5141 eV
frontier orbital gap (alpha / beta): 4.8 / 6.8 eV

Entry 2:
Below is C3H4N2O3 in the gas phase, with properties calculated with the ωB97M-V functional and the def2-TZVPD basis.

```
12
Properties=species:S:1:pos:R:3:forces:R:3:nbo_charge:R:1
N 1.1711 1.9052 -0.4297 -1.6793 6.2872 -2.7961 -0.826
C 0.0464 1.1876 -0.7584 1.8786 -0.9995 1.1633 0.639
O -0.8299 1.3994 -1.5321 -1.3835 1.3302 -1.2614 -0.585
C 0.0577 -0.1568 -0.0544 -1.3812 3.9590 -0.1110 -0.074
C -1.3556 -0.7545 0.0964 -0.2933 -1.2458 0.0300 0.380
O -1.4440 -1.9383 0.4322 -0.2462 1.7335 -0.0573 -0.548
N 1.1123 -0.2799 0.6936 -2.9366 -0.6914 -2.4437 0.009
O 1.1057 -1.4037 1.2753 0.4204 -5.0252 4.3085 -0.497
H 1.3248 3.0592 -0.4735 -1.0788 -4.5318 -0.3167 0.413
H 1.7137 1.4889 0.2194 2.1327 -1.2918 2.4401 0.394
H -2.3814 -0.0846 -0.0699 2.9404 -1.3471 0.2324 0.199
H 0.2145 -1.9579 1.3722 1.6269 1.8228 -1.1881 0.497
```
Positions in Å, forces in eV/Å.

Properties
2S+1: 1
energy relative to the best compared isomer or geometry (same formula, charge and spin): 408.6 kJ/mol
electronic energy: -12294.7606 eV
SMILES: NC(=O)/C(C=O)=N/O
frontier orbital gap: 9.4 eV

Entry 3:
Below is an isolated ion of composition C5H6N and charge +1, with properties calculated with the ωB97M-V functional and the def2-TZVPD basis.

```
12
Properties=species:S:1:pos:R:3:forces:R:3:nbo_charge:R:1
C -3.0706 0.0966 0.5292 2.1481 -0.3608 -1.1416 -0.098
C -1.9806 -0.0638 0.0630 2.6828 0.4996 1.4488 -0.080
C -0.5936 -0.4632 -0.4346 -3.1079 -0.7905 -2.3532 -0.325
N 0.7916 -0.0764 0.0055 -0.4046 -0.9029 1.4487 -0.183
C 1.8513 -0.4644 0.5781 -0.2691 -0.2180 0.6458 0.278
C 1.9883 0.8419 -0.0745 -0.8576 1.2723 -0.6823 -0.199
H -4.0665 0.1488 0.6989 -2.4260 0.3362 0.7627 0.243
H -0.8282 -1.6130 -0.4252 1.7767 1.9317 -0.3117 0.305
H -0.7099 0.0118 -1.4758 0.9256 -1.3068 1.0988 0.283
H 2.3207 -1.2547 1.2489 -0.9135 0.9423 -1.1498 0.298
H 2.3664 0.9888 -1.0575 0.6713 -0.8034 -0.8315 0.230
H 1.9311 1.8476 0.3441 -0.2259 -0.5998 1.0653 0.247
```
Positions in Å, forces in eV/Å.

Properties
2S+1: 1
total charge: +1
energy relative to the best compared isomer or geometry (same formula, charge and spin): 577.0 kJ/mol
electronic energy: -6759.1970 eV
SMILES: C#CC[N+]1=CC1
frontier orbital gap: 9.0 eV

Entry 4:
Below is C13H19BCoN8O4 as an isolated structure, with properties calculated with the ωB97M-V functional and the def2-TZVPD basis.

```
46
Properties=species:S:1:pos:R:3:forces:R:3:nbo_charge:R:1
Co -0.0855 -0.0068 0.0862 -0.0616 -0.1818 0.3136 1.093
O 5.6618 -1.0099 0.1005 0.2077 0.0699 0.2181 -0.676
C 5.3242 -0.2923 1.1543 0.1673 0.0646 -0.1575 0.780
O 6.1264 0.0800 1.9760 -0.0478 -0.0198 0.0854 -0.598
C 3.8888 0.0870 1.2799 -0.0102 -0.1122 -0.0690 -0.251
C 3.3915 0.8493 2.3139 0.0399 0.0078 0.0303 0.028
N 2.0770 1.0042 2.0938 -0.1217 0.0829 -0.0441 -0.301
N 1.6914 0.3870 0.9780 -0.0304 -0.0880 -0.1851 -0.294
C 2.7680 -0.1918 0.4672 -0.0833 -0.0497 0.1282 0.047
C 2.5717 -1.0502 -0.7655 -0.0670 0.1953 -0.2133 0.769
O 3.5791 -1.5376 -1.2953 -0.1079 -0.0609 0.0092 -0.675
O 1.3730 -1.1632 -1.1551 0.1317 0.0070 0.1502 -0.795
H 4.8759 -1.2256 -0.4853 -0.1260 -0.0813 -0.0799 0.507
H 3.8967 1.2687 3.1667 -0.0019 0.0069 -0.0045 0.249
H 1.3826 1.4778 2.6510 0.0076 -0.0155 0.0220 0.434
B -1.6861 -0.2517 3.2288 0.0492 0.0378 0.0057 0.180
N -1.8919 1.0484 2.3827 -0.0334 -0.1028 0.0705 -0.285
C -2.5609 2.1026 2.8681 -0.0654 0.0751 -0.0738 -0.008
C -2.2516 3.2151 2.1069 -0.0270 -0.0533 0.0385 -0.354
C -1.3592 2.7259 1.1553 -0.0590 0.0382 -0.0114 -0.067
N -1.1486 1.4178 1.3267 0.0781 -0.0080 -0.0453 -0.370
N -1.2287 -1.4825 2.3851 -0.1145 0.0495 0.0041 -0.278
C -1.3577 -2.7390 2.8320 -0.0405 -0.0686 -0.0341 -0.005
C -0.6155 -3.5841 2.0280 -0.0143 0.0336 0.0097 -0.350
C -0.0417 -2.7374 1.0828 -0.0368 -0.0156 0.0389 -0.048
N -0.4160 -1.4773 1.3158 0.1263 0.0118 -0.0879 -0.325
H -0.8394 -0.0203 4.0692 0.0695 0.0194 -0.0631 -0.062
H -2.7486 -0.5272 3.7284 0.0433 -0.0060 0.0539 -0.042
H -3.1934 1.9902 3.7326 -0.0027 0.0012 -0.0094 0.228
H -2.6178 4.2198 2.2212 0.0007 0.0002 0.0052 0.232
H -0.8654 3.2808 0.3718 -0.0157 -0.0365 0.0073 0.186
H -1.9603 -2.9384 3.7020 0.0039 -0.0038 -0.0081 0.227
H -0.5070 -4.6504 2.1135 0.0035 0.0001 0.0022 0.234
H 0.6054 -2.9523 0.2482 -0.0064 -0.0263 0.0058 0.236
N 0.1697 1.3232 -1.3758 -0.0471 0.2024 -0.1648 -0.788
C -0.4436 0.8032 -2.6228 -0.0715 0.0767 0.0378 -0.237
C -1.7684 0.1658 -2.2455 0.0375 0.0025 -0.0578 -0.230
N -1.4826 -0.8155 -1.1896 0.2260 0.0646 -0.0941 -0.815
H -0.2528 2.2218 -1.1643 0.0784 -0.0426 0.0823 0.381
H 1.1645 1.4808 -1.5024 0.0040 -0.0194 -0.0687 0.403
H 0.2334 0.0618 -3.0440 -0.0032 -0.0337 0.0458 0.233
H -0.5976 1.5978 -3.3555 0.0453 -0.0233 -0.0164 0.200
H -2.2458 -0.2749 -3.1246 0.0145 -0.0014 0.0138 0.201
H -2.4421 0.9223 -1.8364 -0.0072 -0.0329 0.0179 0.201
H -0.8805 -1.5508 -1.5595 -0.1216 -0.0532 -0.0015 0.406
H -2.3177 -1.2526 -0.8191 -0.0102 0.0888 0.0933 0.400
```
Positions in Å, forces in eV/Å.

Properties
⟨S²⟩: 0.755
2S+1: 2
energy relative to the best compared isomer or geometry (same formula, charge and spin): 0.0 kJ/mol
electronic energy: -72207.1493 eV
frontier orbital gap (alpha / beta): 8.7 / 9.1 eV